{"formula": "C16H28IN4O2Ru", "method": "the ωB97M-V functional and the def2-TZVPD basis", "e_above_lowest_ev": 0.000, "spin_multiplicity": 6, "total_charge": -2, "lumo_energy_ev": [3.88, 4.10], "e_homo_ev": [2.45, -3.35], "energy_ev": -37778.0585, "elements": ["C", "I", "H", "H", "H", "C", "C", "N", "C", "N", "H", "H", "C", "C", "N", "H", "N", "H", "Ru", "C", "O", "C", "C", "H", "H", "H", "C", "H", "H", "H", "C", "H", "H", "H", "C", "H", "H", "H", "C", "C", "C", "C", "O", "H", "H", "H", "H", "H", "H", "H", "H", "H"], "positions_angstrom": [[2.0080, -2.0715, -2.8615], [0.2051, -2.6179, -3.5774], [2.7827, -2.7124, -3.2869], [2.2001, -1.0253, -3.1122], [1.9788, -2.1830, -1.7699], [-3.5236, -1.8533, 1.5715], [-2.6883, -2.8721, 1.8751], [-1.4563, -2.5732, 1.3331], [-1.4804, -1.3272, 0.7273], [-2.7936, -0.9335, 0.8497], [-4.5610, -1.6992, 1.8096], [-2.8703, -3.7846, 2.4197], [1.3440, 3.0155, -1.7774], [1.0341, 1.3405, -0.2867], [0.4253, 2.1737, -1.1765], [3.5080, 3.1923, -1.3917], [2.3353, 1.7601, -0.2674], [1.0546, 3.7168, -2.5365], [-0.0599, 0.0899, 0.9348], [1.0872, -0.9116, 1.9213], [1.6951, -1.6330, 2.6491], [2.5416, 2.7549, -1.2132], [3.3792, 1.2094, 0.5695], [4.2004, 1.9325, 0.6043], [3.7529, 0.2572, 0.1647], [3.0098, 1.0382, 1.5893], [-0.9856, 2.1639, -1.5110], [-1.1527, 2.9250, -2.2799], [-1.5861, 2.4173, -0.6251], [-1.2814, 1.1780, -1.8963], [-3.3894, 0.2382, 0.2362], [-4.3385, -0.0381, -0.2387], [-2.7139, 0.6412, -0.5248], [-3.5739, 1.0061, 1.0000], [-0.4206, -3.5798, 1.2026], [-0.0490, -3.6424, 0.1715], [-0.8736, -4.5377, 1.4817], [0.4091, -3.3894, 1.8841], [-1.5799, 0.8561, 3.8648], [-0.9631, 1.9460, 3.0005], [-1.6844, 3.2760, 3.2240], [0.5106, 2.0709, 3.3550], [-1.1553, 1.6312, 1.6308], [-1.5384, 1.1410, 4.9234], [-1.0256, -0.0810, 3.7588], [-2.6244, 0.6910, 3.5874], [-1.6167, 3.6019, 4.2663], [-1.2490, 4.0594, 2.5981], [-2.7421, 3.1812, 2.9705], [1.0771, 1.1737, 3.0752], [0.9472, 2.9364, 2.8406], [0.6050, 2.2003, 4.4395]], "forces_ev_per_a": [[1.773, 0.617, 1.135], [-2.088, -0.641, -0.854], [-0.081, 0.197, 0.111], [0.083, -0.233, 0.084], [0.218, 0.118, -0.339], [0.102, -0.037, 0.083], [-0.140, 0.068, -0.180], [-0.846, 0.221, -0.415], [-0.883, -0.811, 0.429], [0.084, -0.555, -0.091], [-0.019, -0.044, -0.010], [-0.008, 0.037, -0.109], [-0.043, -0.087, 0.204], [0.583, 1.210, -0.374], [0.675, -0.173, -0.249], [-0.002, -0.031, 0.063], [-0.736, -0.076, -0.747], [0.058, 0.036, -0.016], [0.321, 0.114, -1.281], [1.439, -1.626, 2.213], [-0.735, 1.160, -1.299], [-0.123, -0.050, 0.295], [0.359, -0.266, 0.199], [-0.131, -0.146, 0.015], [-0.119, 0.248, 0.054], [0.025, 0.118, -0.361], [-0.195, 0.037, 0.045], [0.023, -0.195, 0.073], [0.288, -0.111, -0.199], [0.155, 0.278, 0.049], [-0.096, 0.278, 0.180], [0.184, -0.082, 0.063], [-0.229, -0.259, 0.414], [0.169, -0.103, -0.280], [0.271, -0.178, 0.173], [-0.183, 0.113, 0.260], [0.138, 0.132, -0.201], [-0.018, 0.061, -0.133], [-0.129, -0.054, 0.465], [-0.415, 0.042, -0.720], [0.077, 0.141, 0.296], [0.276, 0.411, 0.231], [0.157, 0.040, 0.802], [-0.079, -0.032, -0.030], [-0.074, 0.033, -0.127], [0.019, -0.036, -0.023], [0.011, 0.013, 0.045], [0.009, -0.122, -0.032], [-0.016, -0.066, -0.056], [-0.265, 0.282, 0.099], [0.025, -0.147, 0.105], [0.134, 0.154, -0.057]], "lowdin_spin": [0.082, 0.954, 0.008, 0.018, 0.011, 0.030, 0.024, 0.069, 0.145, 0.081, 0.006, 0.004, 0.116, 0.103, 0.039, 0.091, 0.034, 0.030, 1.897, 0.142, 0.077, 0.213, 0.149, 0.069, 0.031, 0.014, 0.042, 0.010, 0.005, 0.013, 0.032, 0.011, 0.009, 0.003, 0.030, 0.008, 0.004, 0.005, 0.019, 0.016, 0.022, 0.052, 0.216, 0.002, 0.009, 0.001, 0.004, 0.009, 0.003, 0.015, 0.018, 0.006]}